1.
Density functional theory data (ωB97M-V/def2-TZVPD) for an isolated molecule of C4H11N3O at a distorted geometry.

Properties
Total charge: 0
HOMO energy: -8.8 eV
Frontier orbital gap: 0.36231 hartree

Element x y z (Å)
H: 1.660 0.657 -2.905
N: 1.087 1.278 -2.334
N: 0.379 0.562 -1.542
N: -0.349 1.200 -0.718
O: -0.448 2.604 -0.826
C: -1.408 0.532 0.105
C: -1.123 -0.936 0.315
C: 0.025 -1.219 1.394
C: 1.438 -0.924 0.927
H: 0.222 2.790 -1.520
H: -2.354 0.688 -0.424
H: -1.431 1.081 1.054
H: -0.814 -1.391 -0.628
H: -2.022 -1.420 0.686
H: -0.069 -2.283 1.625
H: -0.194 -0.665 2.310
H: 1.597 0.143 0.817
H: 2.151 -1.270 1.674
H: 1.652 -1.428 -0.011



2.
Density functional theory data (ωB97M-V/def2-TZVPD) for an isolated molecule of C4H11N3O at a distorted geometry.

Properties
Total charge: 0
HOMO energy: -9.0 eV
Frontier orbital gap: 0.36049 hartree

Element x y z (Å)
C: -0.473 1.991 -0.549
C: 0.103 0.579 -0.497
C: 0.427 -0.038 -1.863
N: 1.609 0.557 -2.450
N: -0.716 -0.324 0.298
C: -0.318 -0.774 1.523
N: -1.072 -1.836 2.010
O: 0.586 -0.284 2.170
H: -0.202 2.473 -1.495
H: -1.556 1.924 -0.583
H: -0.110 2.662 0.220
H: 1.064 0.616 0.000
H: 0.554 -1.109 -1.705
H: -0.405 0.094 -2.571
H: 1.474 1.050 -3.312
H: 2.455 0.023 -2.371
H: -1.618 -0.620 -0.050
H: -1.460 -2.470 1.327
H: -0.643 -2.296 2.796



3.
Density functional theory data (ωB97M-V/def2-TZVPD) for an isolated molecule of C4H11N3O at a distorted geometry.

Properties
Total charge: 0
HOMO energy: -8.9 eV
Frontier orbital gap: 0.35555 hartree

Element x y z (Å)
C: -1.437 -2.633 -0.710
N: -0.029 -2.304 -0.859
C: 0.502 -1.121 -0.520
O: 1.596 -0.857 -0.995
C: -0.274 -0.014 0.229
N: 0.704 0.664 1.102
C: 0.447 2.124 1.110
N: 1.013 3.145 0.251
H: -1.690 -3.032 0.282
H: -1.814 -3.397 -1.441
H: -2.040 -1.778 -1.066
H: 0.536 -2.872 -1.529
H: -1.032 -0.401 0.902
H: -0.686 0.724 -0.441
H: 1.649 0.527 0.864
H: -0.616 2.279 1.026
H: 0.568 2.532 2.174
H: 1.997 3.197 0.356
H: 0.607 3.217 -0.735



4.
Density functional theory data (ωB97M-V/def2-TZVPD) for an isolated molecule of C4H11N3O.

Properties
Total charge: 0
HOMO energy (alpha / beta): -7.9 / -7.7 eV
Frontier orbital gap (alpha / beta): 0.25640 / 0.23316 hartree

Element x y z (Å)
C: -1.089 0.444 0.549
C: -1.110 1.831 0.096
C: -0.666 -2.025 0.416
N: 1.002 -0.354 -0.333
C: -0.557 -0.661 -0.262
N: 1.271 0.738 -1.203
N: 1.734 -0.275 0.873
O: -1.081 -0.568 -1.471
H: -1.491 0.224 1.538
H: 2.208 0.609 -1.578
H: 0.597 0.602 -1.964
H: 2.632 -0.728 0.735
H: 1.901 0.699 1.124
H: -1.511 2.521 0.836
H: -1.661 1.917 -0.843
H: -0.071 2.103 -0.198
H: -1.723 -2.256 0.565
H: -0.241 -2.769 -0.256
H: -0.146 -2.053 1.375



5.
Density functional theory data (ωB97M-V/def2-TZVPD) for an isolated molecule of C4H11N3O at a distorted geometry.

Properties
Total charge: 0
HOMO energy: -8.8 eV
Frontier orbital gap: 0.35546 hartree

Element x y z (Å)
C: 0.851 -0.250 -1.777
N: 1.324 -0.947 -0.563
C: 0.359 -1.326 0.457
C: -1.125 -0.948 0.293
O: -1.925 -1.864 0.225
N: -1.509 0.343 0.421
C: -0.640 1.554 0.462
N: 0.372 1.635 1.454
H: 1.220 0.771 -1.692
H: 1.425 -0.629 -2.634
H: -0.176 -0.478 -2.048
H: 1.831 -1.775 -0.838
H: 0.300 -2.393 0.630
H: 0.684 -1.023 1.462
H: -2.459 0.522 0.136
H: -1.308 2.383 0.640
H: -0.272 1.695 -0.542
H: -0.028 1.807 2.367
H: 1.076 0.923 1.548



6.
Density functional theory data (ωB97M-V/def2-TZVPD) for the ion C4H11N3O with charge +1 at a distorted geometry.

Properties
Spin multiplicity: 2
Total charge: +1
Expectation value of S²: 0.755
HOMO energy (alpha / beta): -13.5 / -13.5 eV
Frontier orbital gap (alpha / beta): 0.37426 / 0.18725 hartree

Element x y z (Å)
C: -0.312 -0.658 -0.583
N: 0.982 -0.225 0.006
C: 1.850 -1.323 0.372
N: 3.032 -0.938 1.081
C: -1.113 0.527 -1.110
N: -1.507 1.455 -0.054
C: -2.855 1.665 0.151
O: -3.660 1.427 -0.712
H: -0.897 -1.034 0.271
H: -0.149 -1.398 -1.359
H: 0.705 0.413 0.756
H: 2.304 -1.812 -0.495
H: 1.274 -1.944 1.093
H: 2.878 -0.204 1.749
H: 3.962 -1.039 0.705
H: -1.984 0.174 -1.658
H: -0.562 1.053 -1.898
H: -0.787 1.858 0.533
H: -3.161 2.003 1.151